# 1
The following is a DFT calculation (wB97M-V/def2-TZVPD) of a molecular structure, C24H43BF4P2Sm in a non-equilibrium geometry.

Spin multiplicity ... 6
Net charge ... +1
HOMO-LUMO gap (spin up / spin down) ... 7.2 / 8.3 eV
Expectation value of S² ... 8.799

Each line ends with the Löwdin spin population.
Geometry (Å):
Sm -0.17027 -0.10694 1.84707  5.159
C -0.66417 -2.41336 2.94867  -0.023
C 0.67999 -2.50072 2.46946  -0.017
C 0.60106 -0.86656 4.11946  -0.014
C -0.72264 -1.40167 3.96816  -0.019
C 1.46113 -1.53241 3.17807  -0.025
C -1.78434 -3.30778 2.56250  -0.003
H -1.52983 -3.87350 1.66268  0.000
H -2.70352 -2.74496 2.36374  -0.001
H -2.01790 -4.03967 3.34794  -0.001
C -1.93140 -0.96754 4.71574  -0.002
H -2.82528 -1.48659 4.35406  0.000
H -2.09791 0.11191 4.60605  -0.001
H -1.83945 -1.17105 5.79118  -0.001
C 0.99844 0.17379 5.09800  -0.001
H 0.72220 -0.12650 6.11974  0.000
H 0.49606 1.13542 4.90734  0.000
H 2.08002 0.33787 5.07288  0.000
C 2.93258 -1.37468 3.07818  -0.003
H 3.44826 -1.92450 3.88321  -0.002
H 3.24739 -0.32684 3.14664  0.000
H 3.30582 -1.77061 2.12793  0.000
C 1.22648 -3.56683 1.58792  -0.001
H 1.56831 -4.42870 2.18348  -0.001
H 2.09136 -3.20329 1.01923  0.000
H 0.47299 -3.93707 0.88240  0.000
C -1.78099 1.06225 -3.96025  0.000
C -1.81960 -0.28524 -3.92477  0.000
C -1.05768 -1.17613 -4.85975  0.000
C 0.45118 -0.86358 -5.01630  0.000
C 1.12462 -0.31024 -3.80540  0.000
C 1.28490 1.01089 -3.63578  0.000
C 0.59105 2.07375 -4.43258  0.000
C -0.89616 1.86644 -4.85711  0.000
H -1.52714 -1.11320 -5.86352  0.000
H 0.58539 -0.18669 -5.87370  0.000
H -1.17410 -2.21868 -4.51912  0.000
H -0.92712 1.49392 -5.89217  0.000
H -2.58651 1.62789 -3.47038  0.000
H -2.59369 -0.77987 -3.32503  0.000
H -1.34955 2.87104 -4.88444  0.000
H 0.64806 3.01273 -3.85739  0.000
H 2.08150 1.39810 -2.98990  0.000
H 1.16698 2.24172 -5.36017  0.000
H 0.94406 -1.81323 -5.26973  0.000
H 1.57946 -1.04160 -3.12817  0.000
P -1.64943 0.10188 -0.45483  -0.018
P 1.89926 1.29928 0.41652  -0.007
C -0.55248 1.37797 -1.24403  -0.001
C 0.51533 2.19831 -0.50344  -0.001
H -1.21534 2.09631 -1.74142  0.000
H -0.08726 0.79724 -2.04326  0.000
H 1.07187 2.80252 -1.23853  0.000
H 0.02839 2.89732 0.20016  0.000
C 2.63390 2.69445 1.34986  -0.001
H 3.43822 2.30932 1.99150  0.000
H 1.87052 3.16339 1.98348  0.000
H 3.04325 3.43186 0.64435  0.000
C 3.17259 0.97072 -0.82487  -0.001
H 3.48449 1.90718 -1.31662  0.000
H 2.81001 0.25699 -1.57830  0.000
H 4.04919 0.52067 -0.33063  0.000
C -3.36926 0.47149 -0.87700  -0.004
H -4.00572 -0.42527 -0.81107  0.000
H -3.47194 0.91309 -1.88313  -0.001
H -3.74256 1.19073 -0.12906  0.000
C -1.13279 -1.54816 -1.08943  -0.002
H -0.23999 -1.92656 -0.55903  0.000
H -0.90385 -1.50355 -2.16030  -0.001
H -1.94807 -2.27081 -0.91635  0.000
F -1.97698 1.29352 2.44970  -0.006
B -1.50965 2.63180 3.04532  0.000
F -2.43339 3.57600 2.72477  0.000
F -1.30742 2.40652 4.39869  0.000
F -0.26096 2.80828 2.38093  0.000



# 2
The following is a DFT calculation (wB97M-V/def2-TZVPD) of a molecular structure, C30H45BBaF4N3O12 in a non-equilibrium geometry.

Net charge ... +1
HOMO-LUMO gap ... 7.2 eV
ΔE to the lowest compared entry with this formula, charge and spin ... 132.17 kcal/mol

Each line ends with the Mulliken charge.
Geometry (Å):
Ba -1.95448 -0.29499 -2.90913  1.734
B -0.77246 0.37687 -0.16008  0.440
F -0.31298 1.05357 1.00523  -0.439
F -1.06277 -0.89751 0.16815  -0.234
F -1.83417 0.97315 -0.64216  -0.222
F 0.19991 0.31559 -1.11537  -0.369
C 3.63421 1.25441 -0.32505  -0.582
C 2.80893 1.41305 0.79109  0.028
C 2.51300 2.64479 1.32872  -0.520
C 3.11372 3.76435 0.79867  0.609
C 3.86681 3.70903 -0.40640  -0.785
C 4.09554 2.43837 -1.02094  -0.659
N 2.90217 5.13852 1.38634  0.836
O 3.94534 5.80238 1.60888  -0.528
O 1.84106 5.41832 1.85561  -0.515
H 3.93963 0.30799 -0.74626  0.462
H 2.37096 0.46585 1.06927  0.236
H 1.81647 2.70838 2.15164  0.430
H 4.34370 4.59437 -0.80029  0.486
H 4.85884 2.25627 -1.76298  0.471
C -3.61267 3.98882 -0.06978  -0.313
C -2.44046 4.35266 0.64247  -0.305
C -2.23286 5.66076 1.06427  -0.635
C -2.99046 6.73105 0.56683  0.138
C -4.19264 6.34132 -0.08608  -0.341
C -4.48432 4.97924 -0.50733  -0.484
N -2.68340 8.16694 0.82212  0.972
O -3.52999 8.99491 0.64251  -0.572
O -1.59747 8.41840 1.31163  -0.573
H -3.69460 3.02000 -0.53996  0.303
H -1.84017 3.50610 0.94145  0.508
H -1.41284 6.05662 1.64501  0.475
H -4.92101 7.08592 -0.37149  0.395
H -5.24029 4.66751 -1.21283  0.380
C 2.60943 -2.64127 1.03036  -0.548
C 1.61108 -2.31519 1.90183  -0.281
C 1.76898 -2.53430 3.25585  -0.320
C 2.91501 -3.12568 3.74786  0.068
C 3.96541 -3.45215 2.88160  -0.644
C 3.83122 -3.13552 1.52520  -0.606
N 3.10218 -3.35591 5.23455  0.938
O 4.13075 -3.96267 5.58079  -0.584
O 2.30357 -2.82604 6.00244  -0.542
H 2.53200 -2.43113 -0.02616  0.631
H 0.71390 -1.85768 1.51174  0.631
H 0.93904 -2.33431 3.91738  0.354
H 4.97079 -3.77366 3.11016  0.428
H 4.59669 -3.28798 0.77873  0.400
C -0.80791 -1.03763 -7.19737  -0.912
O -0.60466 -0.29849 -5.95878  -0.082
C -0.43687 1.16927 -6.14136  -0.855
C 0.54914 1.74065 -5.20670  -0.578
O 0.08912 1.64637 -3.90105  -0.046
C 0.89235 2.50806 -3.05153  -0.821
H -0.11827 -0.83912 -8.01780  0.337
H -1.79040 -0.75889 -7.57832  0.365
H -0.88991 -2.11399 -7.04633  0.267
H -1.35261 1.72396 -6.34590  0.403
H 0.01166 1.35098 -7.11805  0.426
H 0.68449 2.81170 -5.35718  0.480
H 1.50521 1.23805 -5.35308  0.285
H 0.44128 3.50018 -3.03381  0.382
H 1.96079 2.40109 -3.23886  0.416
H 0.76707 2.18678 -2.01752  0.035
C -0.62314 -5.71045 5.78768  -0.566
O -1.64572 -4.87491 5.40095  -0.344
C -1.51468 -3.54222 5.90294  -0.167
C -2.28090 -2.46106 5.03264  -0.684
O -1.43321 -2.04787 3.99069  -0.065
C -1.94103 -0.94556 3.26615  -0.593
H -0.82756 -6.54565 5.11778  0.271
H -0.60531 -5.96677 6.84697  0.295
H 0.36759 -5.36543 5.49188  0.156
H -0.46623 -3.24698 5.86202  -0.040
H -1.74663 -3.47204 6.96566  0.420
H -2.37124 -1.65471 5.76048  0.402
H -3.22532 -2.76766 4.58299  0.350
H -2.75116 -1.20017 2.58280  0.205
H -1.17229 -0.53062 2.61425  -0.122
H -2.19193 -0.16783 3.98746  0.476
C -2.99051 -3.25860 -0.96616  -0.713
O -2.43015 -3.08450 -2.22030  -0.224
C -1.51245 -4.08849 -2.68374  -0.902
C -0.04132 -3.49903 -2.56452  -0.214
O 0.19798 -2.17156 -3.16576  0.167
C 1.43872 -2.08504 -3.87745  -0.924
H -4.01827 -3.57215 -1.14920  0.317
H -2.93886 -2.37241 -0.33362  0.137
H -2.61540 -4.16452 -0.49004  0.350
H -1.68415 -4.21734 -3.75239  0.257
H -1.74877 -5.08550 -2.31199  0.487
H 0.73216 -4.12545 -3.00884  0.521
H 0.13745 -3.34339 -1.50060  0.038
H 2.28811 -2.27427 -3.22106  0.384
H 1.77639 -1.09058 -4.16919  0.074
H 1.50708 -2.67574 -4.79095  0.396